Here is a cluster of 2 separate species, C4H12N2O in total at a distorted geometry from the OMol25 dataset. Energies are from the ωB97M-V functional and the def2-TZVPD basis.

Each atom is followed by the atoms it is bonded to, with distances in Å.
Atoms and positions in Å:
1 C -0.0128 -3.7912 -0.6332  C2 1.352, H4 1.086, H5 1.069
2 C 0.5702 -3.2003 0.4335  C1 1.352, N3 1.398, H6 1.087
3 N 0.7791 -1.8318 0.6255  C2 1.398, H7 1.010, H8 1.025
4 H -0.0958 -3.3640 -1.6288  C1 1.086
5 H -0.3591 -4.7988 -0.5434  C1 1.069
6 H 0.8811 -3.8322 1.2612  C2 1.087
7 H 0.5751 -1.2111 -0.1452  N3 1.010
8 H 1.6775 -1.6162 1.0705  N3 1.025
9 C 0.0203 3.5326 0.2809  N10 1.471, H13 1.098, H14 1.112, H15 1.118
10 N -0.8980 2.4475 -0.0975  C9 1.471, C11 1.397, H16 0.996
11 C -0.3001 1.1858 -0.0542  N10 1.397, O12 1.431, H17 1.124, H18 1.121
12 O -0.9559 0.1875 -0.8425  C11 1.431, H19 0.988
13 H 0.2486 3.3676 1.3422  C9 1.098
14 H -0.5131 4.4915 0.1028  C9 1.112
15 H 1.0106 3.5596 -0.2375  C9 1.118
16 H -1.2412 2.6375 -1.0129  N10 0.996
17 H 0.7657 1.3083 -0.3896  C11 1.124
18 H -0.2615 0.7969 0.9964  C11 1.121
19 H -1.8910 0.1309 -0.5281  O12 0.988

As for the SMILES: C=CN.CNCO. For the energy, the calculation gives -9368.76152 eV. The calculation puts the energy relative to the best compared isomer or geometry (same formula, charge and spin) at 234.7 kJ/mol. For the HOMO energy, the calculation gives -0.295 Eh.